(one)
{
  "formula": "C15H60N30O15",
  "method": "ωB97M-V/def2-TZVPD",
  "elements": ["C", "O", "N", "N", "H", "H", "H", "H", "C", "O", "N", "N", "H", "H", "H", "H", "C", "O", "N", "N", "H", "H", "H", "H", "C", "O", "N", "N", "H", "H", "H", "H", "C", "O", "N", "N", "H", "H", "H", "H", "C", "O", "N", "N", "H", "H", "H", "H", "C", "O", "N", "N", "H", "H", "H", "H", "C", "O", "N", "N", "H", "H", "H", "H", "C", "O", "N", "N", "H", "H", "H", "H", "C", "O", "N", "N", "H", "H", "H", "H", "C", "O", "N", "N", "H", "H", "H", "H", "C", "O", "N", "N", "H", "H", "H", "H", "C", "O", "N", "N", "H", "H", "H", "H", "C", "O", "N", "N", "H", "H", "H", "H", "C", "O", "N", "N", "H", "H", "H", "H"],
  "xyz": [[-2.81878, -0.71275, 3.78577], [-3.24640, 0.36705, 3.52936], [-2.06973, -1.45687, 2.97822], [-2.91081, -1.27654, 4.95675], [-1.97415, -1.15927, 2.01780], [-1.55918, -2.17784, 3.46774], [-3.63739, -1.01341, 5.60709], [-2.63719, -2.24847, 4.98104], [1.26398, 4.63258, 2.09254], [0.18736, 4.65418, 2.63285], [1.56172, 3.88262, 1.13036], [2.26711, 5.38250, 2.44410], [0.79653, 3.38383, 0.69931], [2.34231, 4.01687, 0.50366], [3.12809, 5.35731, 1.91668], [2.21218, 5.98487, 3.25294], [-4.30057, -3.83121, 1.36731], [-5.11135, -3.04623, 1.77926], [-3.05519, -3.66753, 0.96016], [-4.66075, -5.10055, 1.14390], [-2.51853, -4.47561, 0.67894], [-2.68617, -2.73588, 0.83387], [-4.11237, -5.94871, 1.14457], [-5.64441, -5.26714, 1.30125], [1.72922, -2.72283, 1.28970], [0.56270, -2.62134, 1.17353], [2.46694, -2.19790, 2.29326], [2.41799, -3.27723, 0.35676], [3.44617, -2.14233, 2.05218], [1.94061, -1.58044, 2.89478], [1.85643, -3.65337, -0.39376], [3.32032, -3.66145, 0.59818], [-2.85207, 4.37182, -0.36199], [-3.37713, 3.94752, -1.37538], [-2.01468, 3.67052, 0.47782], [-2.99334, 5.59135, 0.02042], [-1.54047, 4.21144, 1.18678], [-1.74884, 2.70269, 0.36499], [-3.31267, 6.34582, -0.57025], [-2.55570, 5.82472, 0.90026], [4.10274, 3.11571, -0.97669], [3.24562, 2.39960, -1.55201], [5.16975, 2.77015, -0.29984], [3.88979, 4.36766, -0.87248], [5.55067, 1.88262, -0.59529], [5.57775, 3.55912, 0.18096], [2.98975, 4.66291, -1.22299], [4.59497, 4.95268, -0.44755], [-3.18391, -2.88805, -2.68175], [-2.72816, -3.74671, -3.45648], [-4.30321, -3.12672, -1.97261], [-2.59950, -1.75647, -2.47885], [-4.52632, -2.40439, -1.30286], [-4.75855, -4.02813, -1.98777], [-2.89275, -1.12814, -1.74448], [-1.73022, -1.62500, -2.97602], [0.12873, 0.48766, -0.40425], [-0.30913, 1.60449, -0.28947], [-0.52371, -0.59007, -0.49022], [1.36574, 0.22607, -0.51022], [-0.08030, -1.44020, -0.17278], [-1.53118, -0.54419, -0.43529], [1.69928, -0.72723, -0.50120], [1.87173, 1.09120, -0.63522], [0.00427, -5.99352, -0.27096], [0.38930, -6.32318, 0.82692], [-0.27695, -4.77949, -0.59440], [-0.13820, -6.73467, -1.29370], [-0.25366, -4.06890, 0.12297], [-0.87105, -4.61387, -1.39422], [0.19006, -7.65611, -1.54526], [-0.39694, -6.21292, -2.11889], [0.87111, 0.76822, 3.28221], [2.00180, 0.95009, 2.87026], [-0.20709, 0.98952, 2.64337], [0.64453, 0.09486, 4.35703], [-0.00901, 1.51586, 1.80442], [-1.03277, 0.54214, 3.01514], [1.40420, -0.33392, 4.86609], [-0.28063, -0.04624, 4.73686], [1.98626, -2.68255, -2.87741], [0.86054, -2.34174, -2.99712], [2.95177, -1.90119, -2.41556], [2.31182, -3.89364, -3.00645], [3.90964, -2.22087, -2.39573], [2.81213, -0.90314, -2.48256], [1.56986, -4.57788, -3.04399], [3.22952, -4.28926, -2.86010], [0.22784, 4.96474, -2.27679], [1.40478, 4.97756, -2.10998], [-0.46038, 3.91173, -2.03125], [-0.44230, 5.98904, -2.79183], [-0.16529, 3.12163, -1.47560], [-1.44162, 4.03681, -2.23528], [0.09837, 6.83832, -2.71121], [-1.43227, 5.94796, -2.98769], [5.36594, -0.65356, 1.61701], [5.33209, -1.88466, 1.34653], [6.51681, -0.05268, 1.96490], [4.34160, 0.09349, 1.53669], [7.34197, -0.63065, 2.03675], [6.37147, 0.85728, 2.37835], [4.26502, 1.10050, 1.52415], [3.49127, -0.43063, 1.38722], [-4.21260, -0.05094, 0.22354], [-3.12683, -0.65985, 0.11419], [-4.36266, 1.22830, 0.26219], [-5.31865, -0.67453, 0.23799], [-5.28925, 1.50337, 0.55522], [-3.68938, 1.97670, 0.18039], [-6.15621, -0.14293, 0.42770], [-5.15979, -1.59172, 0.62995], [0.84892, 0.98964, -4.87165], [1.12699, 0.65121, -5.99838], [0.45659, 2.19543, -4.69942], [0.74438, 0.28149, -3.76972], [0.40529, 2.53378, -3.74917], [0.52101, 2.75475, -5.53794], [0.51570, 0.75107, -2.90526], [1.02938, -0.68731, -3.78735]],
  "mulliken_charge": [0.5559, -0.6334, 0.2919, -0.3941, -0.6069, 0.1542, 0.2808, 0.1500, 0.5266, -0.7642, 0.2674, -0.3570, -0.5974, 0.2683, 0.0855, 0.2375, 0.6706, -0.7152, 0.3098, -0.4937, 0.0908, -0.2725, 0.1575, 0.2222, 0.4576, -0.5943, -0.4214, 0.0008, 0.0876, -0.0327, -0.1038, 0.2502, 0.6837, -0.7199, -0.1540, -0.4063, 0.0530, 0.0886, 0.2569, 0.1402, 0.5871, -0.7292, -0.3683, -0.4691, 0.2681, 0.1130, 0.4762, 0.1395, 0.6165, -0.7569, -0.3167, -0.1056, 0.1901, 0.2272, 0.0442, -0.0488, 0.4537, 0.4454, 1.9943, 2.0099, -1.3285, -0.6043, -0.8213, -0.5789, 0.7545, -0.7110, 0.1108, -0.3514, -0.2806, 0.1836, 0.2561, 0.1180, 0.6415, -0.6634, 0.0750, -0.3788, -0.4445, 0.1188, 0.2785, 0.1002, 0.5341, -0.6407, -0.1956, -0.3741, 0.1931, 0.0368, 0.2049, 0.1973, 0.6329, -0.7631, 0.1046, -0.4487, -0.3547, 0.0860, 0.2719, 0.1962, 0.7875, -0.7638, -0.4543, 0.1717, 0.2559, 0.1905, 0.0864, -0.1834, 0.4706, -0.0703, -0.2663, -0.3140, 0.1724, -0.2326, 0.2254, 0.1079, 0.3375, -0.7595, -0.2962, 0.0125, 0.0840, 0.2354, 0.2281, 0.0280],
  "lumo_ev": -0.015,
  "gap_ev": 8.6,
  "e_homo_ha": -0.3149,
  "total_charge": 0
}



(two)
{
  "formula": "C15H60N30O15",
  "method": "ωB97M-V/def2-TZVPD",
  "elements": ["C", "O", "N", "N", "H", "H", "H", "H", "C", "O", "N", "N", "H", "H", "H", "H", "C", "O", "N", "N", "H", "H", "H", "H", "C", "O", "N", "N", "H", "H", "H", "H", "C", "O", "N", "N", "H", "H", "H", "H", "C", "O", "N", "N", "H", "H", "H", "H", "C", "O", "N", "N", "H", "H", "H", "H", "C", "O", "N", "N", "H", "H", "H", "H", "C", "O", "N", "N", "H", "H", "H", "H", "C", "O", "N", "N", "H", "H", "H", "H", "C", "O", "N", "N", "H", "H", "H", "H", "C", "O", "N", "N", "H", "H", "H", "H", "C", "O", "N", "N", "H", "H", "H", "H", "C", "O", "N", "N", "H", "H", "H", "H", "C", "O", "N", "N", "H", "H", "H", "H"],
  "xyz": [[-2.71722, -3.72888, -1.57053], [-2.21793, -4.06542, -0.48414], [-2.22189, -2.70978, -2.30208], [-3.82170, -4.35088, -2.07109], [-2.53178, -2.47950, -3.22690], [-1.58058, -2.11576, -1.78440], [-4.12392, -4.06257, -2.98291], [-4.26649, -5.09717, -1.57490], [-0.20002, 0.22657, -0.13094], [-0.59236, -0.14966, -1.25127], [-0.54996, 1.41446, 0.41955], [0.76275, -0.42106, 0.59834], [-1.27438, 1.94761, -0.02131], [-0.39020, 1.51959, 1.42601], [0.75688, -0.00713, 1.52129], [1.07993, -1.35930, 0.42132], [-2.33464, 1.13562, -4.74151], [-3.25862, 1.40297, -5.49707], [-1.03354, 1.50550, -5.02619], [-2.45950, 0.43487, -3.59192], [-0.48164, 1.59436, -4.18927], [-0.95949, 2.08634, -5.84177], [-3.34685, 0.11652, -3.24416], [-1.76788, 0.44343, -2.84307], [2.07989, 3.76265, 0.90748], [1.70278, 4.17176, 2.01388], [2.07938, 4.64805, -0.15083], [2.51780, 2.54005, 0.58286], [2.10023, 4.30393, -1.09157], [1.72544, 5.56207, 0.05817], [2.73174, 1.85644, 1.31086], [2.70883, 2.30550, -0.38848], [-0.25540, -3.51011, 3.78012], [0.61142, -2.82329, 3.23866], [-1.29684, -4.05971, 3.09662], [-0.31558, -3.68002, 5.13567], [-1.33728, -3.89527, 2.10595], [-2.14592, -4.28264, 3.58254], [-1.06259, -4.18779, 5.56946], [0.55905, -3.54804, 5.61263], [-1.55774, 4.35380, 3.55417], [-2.67652, 4.12479, 3.98975], [-0.53107, 4.85363, 4.32011], [-1.20400, 4.19078, 2.25304], [0.41940, 4.92366, 3.99782], [-0.72551, 4.87172, 5.30549], [-0.22292, 4.01813, 2.05813], [-1.89628, 3.93537, 1.56947], [0.05068, -2.27359, -5.12565], [0.14404, -3.48861, -5.04517], [0.13178, -1.44863, -4.02399], [-0.10478, -1.60611, -6.30661], [0.77098, -1.71056, -3.29322], [-0.12943, -0.48572, -4.12492], [-0.07751, -0.60195, -6.32704], [-0.10443, -2.08948, -7.18443], [-3.81532, 4.48493, -0.96287], [-5.04040, 4.43301, -0.99358], [-3.15609, 5.68028, -1.14696], [-3.01610, 3.39222, -0.90528], [-3.63557, 6.52000, -1.40208], [-2.18289, 5.74574, -0.89831], [-3.44142, 2.47066, -0.88202], [-2.01329, 3.49082, -1.03779], [3.31816, 0.40187, -2.23149], [3.44848, 1.58485, -1.91841], [3.22497, -0.59783, -1.32613], [3.24382, 0.00687, -3.54077], [3.38335, -0.34590, -0.36265], [3.24929, -1.55571, -1.62325], [3.21424, -0.97490, -3.74691], [3.07922, 0.65822, -4.28181], [-0.03591, 4.00337, -2.79466], [-0.33651, 3.77198, -1.63998], [1.01753, 3.37407, -3.43331], [-0.59811, 4.99727, -3.55424], [1.07308, 3.50337, -4.42581], [1.36748, 2.54929, -2.96664], [-0.04099, 5.40608, -4.28181], [-1.44010, 5.47331, -3.28053], [-0.66169, 0.88003, 4.40357], [-0.19198, 1.22842, 3.32274], [-1.01307, 1.75395, 5.39412], [-0.92080, -0.43492, 4.68401], [-1.40789, 1.35211, 6.22407], [-0.44959, 2.58780, 5.42382], [-1.35108, -0.68106, 5.55479], [-0.84128, -1.09488, 3.93105], [4.54328, -4.03850, 1.75512], [5.72629, -4.28044, 1.60752], [3.89671, -2.95128, 1.22116], [3.73927, -4.73422, 2.63909], [4.52167, -2.29146, 0.79725], [2.89396, -2.98834, 1.17123], [2.83305, -4.36295, 2.86194], [4.18123, -5.48494, 3.13337], [3.55002, -0.09565, 3.44067], [3.43486, 0.44518, 2.34445], [4.71843, -0.01043, 4.14203], [2.61675, -0.89595, 4.08154], [4.77387, -0.53581, 4.99288], [5.46607, 0.52410, 3.74333], [1.83375, -1.26102, 3.55121], [2.41457, -0.60147, 5.02287], [1.63150, -4.20026, -0.77293], [1.54363, -2.96348, -0.87226], [0.52966, -4.89266, -0.39648], [2.78274, -4.86393, -1.01651], [-0.34209, -4.38012, -0.39924], [0.55084, -5.89129, -0.50548], [2.83368, -5.82700, -0.74448], [3.47828, -4.33893, -1.50844], [-4.12879, -0.39584, 0.11180], [-4.08144, 0.80901, -0.09881], [-5.25295, -1.10541, -0.20574], [-3.06337, -1.11530, 0.54992], [-6.01348, -0.57475, -0.58945], [-5.38146, -2.06707, 0.04454], [-2.40499, -0.58824, 1.09906], [-3.01367, -2.11842, 0.50598]],
  "mulliken_charge": [0.6196, -0.7653, 0.2543, -0.4317, 0.1732, -0.4838, 0.1404, 0.2348, -1.2147, 1.3195, 1.2543, 1.4409, -0.3597, -0.1992, -0.6623, -0.4083, 0.4478, -0.7111, -0.1348, 0.2721, -0.1136, 0.2933, 0.2542, -0.3862, 0.6707, -0.8450, -0.3337, 0.3573, 0.0810, 0.2527, -0.0229, 0.0871, 0.3867, -0.3898, -0.4209, -0.4081, 0.1405, 0.2075, 0.1665, 0.2707, 0.3901, -0.6905, -0.3973, -0.1596, 0.2322, 0.2819, 0.2030, 0.2120, 0.5475, -0.6860, 0.3630, -0.3150, -0.2575, -0.1954, 0.1381, 0.2282, 0.5159, -0.7132, -0.3227, 0.4279, 0.1951, 0.1910, 0.0675, -0.2177, 0.5660, -0.7979, 0.0182, -0.3636, 0.0595, -0.0494, 0.1345, 0.2244, 0.3217, -0.4961, -0.3737, -0.4055, 0.2151, 0.0946, 0.1558, 0.2513, 0.4033, -0.6201, -0.3735, -0.2650, 0.1400, 0.2546, 0.1855, -0.0273, 0.4842, -0.6854, 0.2240, -0.2958, 0.0995, -0.3206, 0.1665, 0.2003, 0.5994, -0.7683, -0.4431, -0.2772, 0.1636, 0.2456, 0.0054, 0.3026, 0.2794, -0.0753, -0.2440, -0.3188, 0.0090, 0.2000, 0.1583, 0.2296, 0.5653, -0.7838, -0.4254, -0.1042, 0.2521, 0.1584, -0.0024, 0.0761],
  "lumo_ev": -0.169,
  "gap_ev": 8.4,
  "e_homo_ha": -0.3153,
  "total_charge": 0
}



From most stable to least stable, the computed energies give (two), (one).



(one)
{
  "formula": "C6H16N",
  "method": "ωB97M-V/def2-TZVPD",
  "elements": ["C", "C", "N", "H", "H", "H", "H", "H", "H", "H", "H", "C", "C", "C", "C", "H", "H", "H", "H", "H", "H", "H", "H"],
  "xyz": [[-1.00949, -1.72780, -2.82471], [-0.86903, -0.23820, -2.56587], [0.31952, -0.00488, -1.67828], [-1.95058, -1.90931, -3.33108], [-0.17093, -2.09602, -3.41612], [-1.02422, -2.28592, -1.88643], [-0.70898, 0.33841, -3.47244], [-1.74199, 0.14871, -2.04667], [0.21828, -0.47098, -0.76660], [0.49938, 0.95715, -1.40872], [1.19388, -0.33280, -2.09213], [1.79733, -0.00183, 1.47906], [0.29724, 0.27943, 1.51910], [-0.17184, 0.67741, 2.90323], [-0.81766, 1.81290, 3.11534], [2.02564, -0.93705, 1.98948], [2.19647, -0.17109, 0.46937], [2.32594, 0.84069, 1.91608], [-0.29729, -0.57481, 1.15628], [-0.00735, 1.11269, 0.86826], [0.10514, -0.02968, 3.67684], [-1.22320, 2.08824, 4.07931], [-0.98627, 2.52471, 2.31667]],
  "mulliken_charge": [-1.1146, -0.3152, -0.2482, 0.3374, 0.3428, 0.3736, 0.3487, 0.3327, 0.0765, 0.4007, 0.3870, -0.9882, -0.2408, -0.1492, -0.7724, 0.3221, 0.3269, 0.3509, 0.2329, 0.1847, 0.3303, 0.2800, 0.2013],
  "lumo_ev": -3.484,
  "gap_ev": 9.4,
  "e_homo_ha": -0.4725,
  "total_charge": 1
}



(two)
{
  "formula": "C6H16N",
  "method": "ωB97M-V/def2-TZVPD",
  "elements": ["C", "C", "C", "C", "C", "C", "N", "H", "H", "H", "H", "H", "H", "H", "H", "H", "H", "H", "H", "H", "H", "H", "H"],
  "xyz": [[1.06727, 1.10161, -1.73280], [0.28141, 0.82330, -0.51712], [0.72728, -0.15250, 0.47742], [0.28696, -1.48798, -0.23457], [-1.15610, -1.95856, -0.05193], [-1.76464, -1.54555, 1.30115], [0.57524, 2.70923, 0.62054], [2.14445, 0.98794, -1.63204], [0.84821, 0.61306, -2.68008], [0.79776, 2.17232, -1.78360], [-0.78151, 1.02253, -0.52288], [1.80483, -0.29015, 0.55335], [0.31747, 0.05457, 1.45851], [1.01259, -2.24655, 0.06391], [0.56669, -1.45319, -1.29233], [-1.81900, -1.50234, -0.79031], [-1.24883, -3.03470, -0.16018], [-1.65666, -0.45768, 1.29876], [-1.41781, -2.01788, 2.21714], [-2.84460, -1.69645, 1.30962], [1.48881, 2.30695, 0.60067], [-0.21334, 2.92595, 0.05328], [0.54198, 3.13959, 1.53700]],
  "mulliken_charge": [-1.1080, -0.1761, -0.5611, -0.7548, -0.4514, -1.0868, -0.5567, 0.3225, 0.4000, 0.4365, 0.5684, 0.4114, 0.4010, 0.4289, 0.3974, 0.2813, 0.3865, 0.2069, 0.3013, 0.3773, 0.2874, 0.2748, 0.2132],
  "lumo_ev": -5.273,
  "gap_ev": 9.6,
  "e_homo_ha": -0.5454,
  "total_charge": 1
}



From most stable to least stable, the computed energies give (one), (two).



(one)
{
  "formula": "H3S3",
  "method": "ωB97M-V/def2-TZVPD",
  "elements": ["S", "H", "S", "S", "H", "H"],
  "xyz": [[-2.42931, 0.97074, -0.03195], [-2.10682, 0.19811, 0.97071], [2.09875, -0.42300, -0.68981], [0.18057, 0.41802, -0.09928], [2.67278, -0.49495, 0.57876], [-0.41598, -0.66892, -0.72843]],
  "mulliken_charge": [-0.7354, 0.0117, -0.4183, -0.1296, 0.0942, 0.1774],
  "lumo_ev": 3.358,
  "gap_ev": 6.5,
  "e_homo_ha": -0.1152,
  "total_charge": -1
}



(two)
{
  "formula": "H3S3",
  "method": "ωB97M-V/def2-TZVPD",
  "elements": ["S", "H", "S", "S", "H", "H"],
  "xyz": [[-1.35974, -1.20405, 0.75301], [-2.32074, -2.13150, 0.69054], [0.80339, 0.15591, -1.29649], [1.77597, 1.21868, 0.21859], [-0.18663, -0.47665, -0.33043], [1.28775, 2.43761, -0.03523]],
  "mulliken_charge": [-0.7017, -0.0125, -0.3226, -0.2512, 0.1795, 0.1085],
  "lumo_ev": 3.369,
  "gap_ev": 6.7,
  "e_homo_ha": -0.1207,
  "total_charge": -1
}



(three)
{
  "formula": "H3S3",
  "method": "ωB97M-V/def2-TZVPD",
  "elements": ["S", "S", "H", "H", "S", "H"],
  "xyz": [[-1.22639, -0.22081, -0.67615], [-1.53524, 1.00122, 0.98290], [0.51478, -0.37524, -0.73052], [-2.37383, 0.21312, 1.68357], [2.03712, -0.62879, -1.14830], [2.58357, 0.01049, -0.11150]],
  "mulliken_charge": [-0.4748, -0.2834, 0.1708, 0.0856, -0.5502, 0.0519],
  "lumo_ev": 3.473,
  "gap_ev": 6.6,
  "e_homo_ha": -0.1160,
  "total_charge": -1
}



From most stable to least stable, the computed energies give (three), (two), (one).